No. 1
69
Properties=species:S:1:pos:R:3 method="wB97M-V/def2-TZVPD" charge=+2 lumo_energy_ev="-5.7 / -8.5" energy_ev=-62947.650 spin_multiplicity=5 molar_mass_da=861.02 homo_energy_ha="-0.489 / -0.513" relative_energy_kcal_mol=0.00
Pt 0.11032 0.56813 -0.47324
C 0.00646 0.42259 -3.78488
C 0.46983 1.80795 -3.37898
N 0.07740 2.25930 -2.01541
C 0.90981 3.43558 -1.63968
C 2.25439 3.07347 -1.03461
C -1.36552 2.57375 -1.96636
C -1.86595 2.82866 -0.55831
N -1.45241 1.75911 0.35750
C -2.00132 1.66115 1.58435
C -1.71923 0.52605 2.40084
F -0.92480 -0.43768 1.93691
C -2.25789 0.36121 3.64654
F -1.95853 -0.73405 4.32905
C -3.10794 1.31447 4.18962
C -3.40005 2.43844 3.43855
F -4.19213 3.37596 3.92972
C -2.87399 2.62240 2.18008
F -3.17446 3.74894 1.55183
H 0.40194 0.19771 -4.77618
H -1.07972 0.34024 -3.84646
H 0.38438 -0.33936 -3.10004
H 0.09305 2.54880 -4.09223
H 1.55743 1.84906 -3.42239
H 0.35643 4.04586 -0.93116
H 1.05126 4.04279 -2.53833
H 2.11151 2.52435 -0.10285
H 2.81269 3.98353 -0.81131
H 2.85936 2.46943 -1.71367
H -1.90493 1.72869 -2.39290
H -1.59402 3.45733 -2.57409
H -2.95111 2.91117 -0.59976
H -1.50076 3.78097 -0.17622
H -3.52938 1.18541 5.17892
N 4.82802 2.00652 2.96481
C 5.60916 1.53920 1.95975
O 6.81387 1.61748 1.94460
C 4.91367 0.89952 0.77575
C 5.63095 0.83362 -0.41457
C 5.07120 0.21439 -1.51743
C 3.81551 -0.33933 -1.40636
N 3.13066 -0.28270 -0.25328
C 3.66687 0.32260 0.82447
H 5.29368 2.39032 3.77120
H 3.82978 1.92905 2.98224
H 6.62858 1.25534 -0.44048
H 5.60667 0.13750 -2.45321
H 3.33047 -0.85943 -2.21967
H 3.06561 0.27638 1.72312
C -3.54331 -2.68775 -0.81792
Te -1.56407 -1.96266 -1.16116
C -0.98906 -3.40551 0.28131
C -2.13618 -4.38587 0.36259
C -1.96226 -5.62363 0.97091
C -3.02602 -6.50689 1.05404
C -4.26034 -6.16231 0.52421
C -4.43473 -4.93312 -0.08932
C -3.37141 -4.04091 -0.16721
H -4.07805 -2.72229 -1.76632
H -4.05062 -1.96617 -0.17200
H -0.80465 -2.86954 1.21535
H -0.04601 -3.84667 -0.03862
H -0.99503 -5.89638 1.37856
H -2.88908 -7.47273 1.52158
H -5.08648 -6.85908 0.57853
H -5.39842 -4.66918 -0.50989
F 1.56322 -1.84946 -1.17306
B 1.71218 -0.93838 -0.13909
F 1.52346 -1.47336 1.11176

***

No. 2
65
Properties=species:S:1:pos:R:3 method="wB97M-V/def2-TZVPD" charge=0 lumo_energy_ev=0.5 energy_ev=-87004.097 molar_mass_da=571.95 homo_energy_ha=-0.334 relative_energy_kcal_mol=0.00
C 2.01450 4.34542 2.83358
C 1.91633 2.87972 3.10719
Cl 1.92724 2.50881 4.79156
C 1.81607 1.90300 2.20724
Cl 1.64796 0.28593 2.77858
C 1.80553 2.12934 0.72031
C 1.81467 0.92332 -0.23779
C 2.87052 -0.17727 -0.04852
C 2.35438 -1.58936 -0.31086
Cl 0.89973 -2.07455 0.61223
O 3.04359 2.89049 0.39898
S 2.75316 4.10481 -0.55832
O 3.65077 5.15543 -0.25580
O 2.64167 3.70545 -1.92020
O 1.28675 4.39811 0.01057
C 0.71541 3.07967 0.17860
C -0.69060 3.01204 0.77898
C -1.56867 2.16315 -0.11412
C -2.06357 2.69492 -1.30470
C -2.82026 1.89738 -2.16168
C -3.08513 0.56135 -1.83529
C -3.86741 -0.31051 -2.78495
C -2.61195 0.03746 -0.63343
C -1.85870 0.83620 0.22181
H 2.74285 4.58650 2.07425
H 2.21879 4.86759 3.75636
H 1.04255 4.70008 2.49510
H 2.01485 1.37265 -1.20304
H 0.82367 0.48534 -0.32051
H 3.40627 -0.11173 0.88747
H 3.62417 -0.03946 -0.82209
H 2.11931 -1.71058 -1.35933
H 3.14204 -2.28330 -0.04547
H 0.56573 2.75362 -0.84666
H -1.11099 4.01140 0.80347
H -0.65453 2.58121 1.77567
H -1.86011 3.71748 -1.58750
H -3.20189 2.30205 -3.08372
H -4.04735 0.21222 -3.71692
H -3.26324 -1.17701 -3.04175
H -4.80286 -0.62914 -2.33852
H -2.80846 -0.98887 -0.36563
H -1.45448 0.45417 1.14894
N -0.82486 -1.96156 -4.41909
C -0.14334 -2.98450 -3.90727
C 0.28270 -4.07468 -4.65022
C -0.01760 -4.10534 -6.00230
C -0.72644 -3.04965 -6.55169
C -1.10377 -2.00612 -5.71983
H 0.06636 -2.92292 -2.84382
H 0.83444 -4.87690 -4.17990
H 0.29580 -4.93856 -6.61794
H -0.98248 -3.03310 -7.60196
H -1.65785 -1.15940 -6.11041
N -0.99777 -2.63766 6.74726
C -0.34382 -1.95659 5.80886
C -0.17024 -2.41046 4.51011
C -0.70230 -3.64164 4.16565
C -1.38487 -4.36455 5.13034
C -1.50435 -3.81853 6.39979
H 0.05988 -0.99827 6.11787
H 0.36781 -1.81239 3.78939
H -0.58636 -4.03055 3.16170
H -1.81623 -5.33049 4.90629
H -2.03310 -4.35069 7.18308

***

No. 3
66
Properties=species:S:1:pos:R:3 method="wB97M-V/def2-TZVPD" charge=+1 lumo_energy_ev=-4.8 energy_ev=-72367.769 molar_mass_da=662.48 homo_energy_ha=-0.393
N -1.59078 -3.07413 3.85928
C -1.56222 -1.99601 2.85925
C -2.66810 -2.15182 1.80568
C -2.24639 -2.72232 0.44210
C -1.11331 -1.95142 -0.22167
N 0.25579 -2.48541 0.03650
N 0.31148 -3.58504 0.77737
C 1.48564 -4.08630 1.03316
C 2.71681 -3.55083 0.60327
P 4.26961 -4.38389 1.23593
O 5.22048 -4.48444 -0.07619
O 3.67692 -5.89735 1.37713
C 2.64322 -2.39528 -0.16403
S 4.09668 -1.60108 -0.78813
C 1.35111 -1.89241 -0.44221
I 1.12012 -0.17252 -1.60826
H -0.80787 -3.70535 3.74088
H -1.47300 -2.66265 4.77135
H -0.57020 -1.88622 2.40809
H -1.74309 -1.06023 3.38925
H -3.47252 -2.75470 2.22027
H -3.08022 -1.15775 1.60304
H -2.05297 -3.79160 0.48539
H -3.10318 -2.60085 -0.22438
H -1.24701 -1.94387 -1.30281
H -1.13295 -0.91700 0.12251
H 1.48316 -4.98855 1.63264
H 4.75246 -4.41750 -0.91897
H 3.77409 -6.40273 0.55623
H 4.13862 -0.60652 0.11204
F -0.13008 -1.25131 5.58919
C 1.01530 -1.30243 6.31695
C 2.21865 -1.37260 5.64709
C 3.38861 -1.42555 6.39209
C 3.33465 -1.41307 7.77862
C 2.10775 -1.34445 8.42474
C 0.93062 -1.28526 7.69237
H 2.23352 -1.38433 4.56487
H 4.34414 -1.47583 5.88727
H 4.24823 -1.45644 8.35540
H 2.06387 -1.33747 9.50524
H -0.03576 -1.22572 8.17422
F -3.17097 3.82985 -2.99791
C -1.92460 4.03794 -2.52317
C -0.91137 3.19624 -2.93712
C 0.36907 3.41952 -2.45099
C 0.61792 4.45751 -1.56375
C -0.42189 5.28724 -1.16631
C -1.70656 5.08392 -1.65023
H -1.12506 2.39283 -3.63058
H 1.18318 2.78180 -2.77747
H 1.61853 4.62391 -1.18813
H -0.23392 6.09927 -0.47717
H -2.52951 5.72264 -1.35986
F -1.22573 2.08134 -6.49633
C -1.90637 3.15946 -6.96152
C -2.66737 3.88834 -6.07245
C -3.35878 4.99450 -6.54475
C -3.28441 5.34503 -7.88608
C -2.51260 4.58925 -8.75849
C -1.80979 3.48434 -8.29803
H -2.71352 3.59303 -5.03714
H -3.95700 5.58216 -5.86095
H -3.82738 6.20606 -8.25149
H -2.45597 4.85900 -9.80446
H -1.19778 2.88505 -8.95838

***

No. 4
64
Properties=species:S:1:pos:R:3 method="wB97M-V/def2-TZVPD" charge=0 lumo_energy_ev=0.0 energy_ev=-44278.280 molar_mass_da=480.54 homo_energy_ha=-0.306
C 2.48022 4.52825 0.91701
H 3.37645 5.24370 0.65402
O 2.57462 3.79879 -0.33650
C 1.63785 2.58911 -0.35797
C 0.66631 2.19113 0.50516
C -0.22693 1.16194 0.67343
C -0.16029 0.22558 -0.26173
C 0.81789 0.63803 -1.56227
C 1.62974 1.74651 -1.50651
O 2.56728 1.75270 -2.48159
C 3.57769 2.87350 -2.45229
H 3.22393 3.81661 -2.61390
H 4.21552 2.24169 -3.48655
H 4.29381 2.60625 -1.56078
H 0.92932 -0.07389 -2.40318
C -0.90778 -0.97943 -0.32369
N 0.05189 -2.20787 0.03982
C -0.08707 -3.24892 -0.63899
O -0.68653 -3.20910 -1.75496
C 0.75707 -4.30021 -0.21439
C 1.94362 -4.59315 0.22635
C 2.06265 -5.87555 0.36602
N 1.18159 -6.42561 -0.39290
N 0.30723 -5.51007 -0.60026
H -0.47019 -5.54663 -1.55643
H 3.07716 -6.53708 0.57582
H 2.67292 -4.07460 0.76817
C 0.78656 -1.69366 1.18454
C 1.96479 -1.13855 1.13076
C 2.84887 -1.32460 -0.05171
C 3.99431 -0.46085 -0.36404
C 4.34395 0.30429 0.53105
C 3.67150 0.56220 1.83244
C 2.45147 -0.32705 1.96159
H 1.85125 -0.11934 2.88028
H 4.02166 1.43133 2.59054
F 5.53035 1.05853 0.29828
H 4.57792 -0.67952 -0.93693
H 2.47301 -1.93611 -0.86616
H -0.00919 -1.17730 2.00292
H 1.02326 -2.91017 1.82519
H -1.27412 -1.12748 -1.23578
C -2.20207 -0.90914 0.44519
O -2.27581 -1.57420 1.50777
N -3.15538 -0.02228 -0.20478
H -2.71167 0.30091 -1.02889
C -4.23250 0.10077 0.54886
H -4.20716 -0.56222 1.43965
C -4.40268 1.80589 0.73968
C -5.82325 2.27782 0.18324
C -5.82754 1.30551 -1.09392
H -5.12547 1.55957 -1.89015
H -6.67159 1.33285 -1.56153
C -5.42595 -0.17740 -0.33559
H -6.21772 -0.54032 0.26154
H -5.18185 -0.74725 -0.96732
H -6.57769 2.05934 0.72664
H -5.68797 3.25844 -0.12154
H -3.52009 2.32938 0.48224
H -4.32852 1.86986 2.20954
H -0.80849 1.00824 1.33839
H 0.58797 3.04205 1.57737
H 1.52877 5.06494 0.89765
H 2.50509 3.92382 1.84206

***

No. 5
62
Properties=species:S:1:pos:R:3 method="wB97M-V/def2-TZVPD" charge=+1 lumo_energy_ev="-3.8 / -3.8" energy_ev=-69913.494 spin_multiplicity=2 molar_mass_da=488.47 homo_energy_ha="-0.397 / -0.373"
Mn 1.80603 -0.00381 0.40290
C 4.13907 -0.83961 -0.20919
N 3.88655 0.48246 0.37692
C 4.41919 1.54470 -0.48242
C 4.43209 0.56730 1.75163
C 3.47579 -0.00886 2.77006
C 3.90577 -0.42590 4.02443
C 2.99737 -0.95579 4.93994
C 1.66057 -1.05455 4.59167
C 1.31236 -0.59512 3.33614
C 2.13572 -0.07757 2.37815
H 5.17992 -1.16229 -0.11030
H 3.88125 -0.82552 -1.26439
H 3.52731 -1.59802 0.30404
H 5.50910 1.48232 -0.56724
H 4.14945 2.51191 -0.06380
H 3.97785 1.46220 -1.47408
H 4.60269 1.62089 1.97392
H 5.40439 0.06688 1.80199
H 4.95792 -0.36061 4.28828
H 3.32940 -1.29084 5.91411
H 0.92062 -1.46151 5.27224
H -0.53021 0.22949 3.19343
C -0.24960 3.11814 0.71244
O 0.09769 2.45424 -0.50933
C 0.84638 1.38089 -0.37247
O 1.19433 0.73157 -1.39073
H -0.17786 4.18677 0.53411
H 0.43001 2.82285 1.50796
H -1.27723 2.86449 0.97351
C -1.69663 -0.44401 -5.73614
C -2.28809 0.01563 -4.42702
C -3.24436 1.02715 -4.42204
C -3.79303 1.49545 -3.23830
C -3.38988 0.95004 -2.03369
C -2.45846 -0.08001 -2.03364
N -1.98681 -0.63167 -0.80189
C -2.70423 -0.85780 0.30691
C -4.11901 -0.87882 0.28359
C -4.83763 -1.05102 1.43074
C -4.21542 -1.20510 2.69573
C -2.86256 -1.21490 2.76674
C -2.07444 -1.04710 1.58730
C -0.67941 -1.07443 1.61149
O -0.14945 -0.65231 3.05005
O 0.17326 -1.23082 0.82582
C -1.88874 -0.55697 -3.21451
C -0.84108 -1.64141 -3.14771
H -2.14636 0.09580 -6.56767
H -1.86679 -1.51016 -5.90108
H -0.61822 -0.27338 -5.76830
H -3.55202 1.46439 -5.36490
H -4.52197 2.29597 -3.25172
H -3.77658 1.33872 -1.09815
H -0.99817 -0.82396 -0.76796
H -4.61956 -0.77762 -0.67034
H -5.91821 -1.09074 1.36573
H -4.80970 -1.34682 3.58804
H -2.37010 -1.39622 3.71163
H -1.15572 -2.45339 -2.48868
H 0.10677 -1.24160 -2.76835
H -0.64134 -2.07003 -4.12562

***

No. 6
60
Properties=species:S:1:pos:R:3 method="wB97M-V/def2-TZVPD" charge=0 lumo_energy_ev=0.7 energy_ev=-35998.265 molar_mass_da=415.54 smiles="CCN1CCN(c2ccc(NC(=O)c3cccc(OCc4ccccc4)c3)cc2)CC1" homo_energy_ha=-0.265 relative_energy_kcal_mol=25.42
C 8.16990 -5.28848 -1.86928
C 7.30674 -4.10613 -2.29540
N 5.88950 -4.42399 -2.25204
C 5.09092 -3.48103 -3.01351
C 3.63198 -3.95063 -3.05894
N 3.08873 -4.06287 -1.72215
C 2.48802 -2.96165 -1.12683
C 2.68932 -2.60860 0.21157
C 2.02065 -1.55029 0.79386
C 1.12077 -0.79222 0.05479
N 0.41127 0.29320 0.58205
C 0.51033 0.86503 1.81349
O 1.29444 0.52129 2.67638
C -0.43409 2.00686 2.01913
C -0.02273 3.04674 2.85056
C -0.86334 4.11579 3.08059
C -2.12410 4.16547 2.50619
C -2.55211 3.12182 1.69231
O -3.76540 3.04828 1.08389
C -4.70628 4.07890 1.31135
C -5.96177 3.76572 0.54074
C -7.21074 3.95547 1.11504
C -8.36023 3.68564 0.39290
C -8.27053 3.21532 -0.90578
C -7.02666 3.01850 -1.48141
C -5.87768 3.29665 -0.76362
C -1.69785 2.04501 1.45110
C 0.90068 -1.13779 -1.27695
C 1.56285 -2.19895 -1.85213
C 3.91064 -4.96628 -0.94910
C 5.37261 -4.51337 -0.89709
H 9.21191 -5.08243 -2.10051
H 7.85906 -6.18003 -2.40691
H 8.09131 -5.47889 -0.80246
H 7.54946 -3.85569 -3.33176
H 7.54448 -3.22463 -1.67252
H 5.48599 -3.42946 -4.03101
H 5.12573 -2.46592 -2.57338
H 3.04861 -3.25359 -3.65703
H 3.59163 -4.93934 -3.52674
H 3.38699 -3.15590 0.82485
H 2.20423 -1.29958 1.82496
H -0.23707 0.71998 -0.06482
H 0.95483 2.99378 3.30306
H -0.54358 4.92640 3.71837
H -2.76149 5.01211 2.70708
H -4.29793 5.04303 0.96666
H -4.93165 4.16120 2.38339
H -7.28534 4.31674 2.13092
H -9.32777 3.83806 0.84802
H -9.16786 3.00065 -1.46702
H -6.95169 2.64974 -2.49386
H -4.90555 3.14255 -1.20640
H -2.07884 1.23766 0.84316
H 0.19161 -0.57187 -1.86670
H 1.33969 -2.45182 -2.87716
H 3.49996 -5.08340 0.05307
H 3.87357 -5.93965 -1.45041
H 5.95590 -5.24855 -0.34180
H 5.44599 -3.53994 -0.37761

***

No. 7
61
Properties=species:S:1:pos:R:3 method="wB97M-V/def2-TZVPD" charge=0 lumo_energy_ev=0.4 energy_ev=-46832.793 molar_mass_da=447.60 smiles="COc1cc(NC(=S)N2CCN(C(c3ccccc3)c3ccccc3)CC2)cc(OC)c1" homo_energy_ha=-0.287 relative_energy_kcal_mol=6.87
C -4.84586 -1.97784 5.35220
O -5.73578 -1.15055 4.63829
C -5.27481 -0.50819 3.53457
C -3.99646 -0.67580 3.01248
C -3.61959 0.04915 1.89248
N -2.35780 -0.08969 1.30659
C -1.16828 -0.43249 1.88417
S -0.93564 -0.44203 3.52508
N -0.16269 -0.76551 1.03865
C 1.22002 -0.74318 1.46604
C 1.92951 0.46048 0.82411
N 1.83108 0.49369 -0.62550
C 2.74361 -0.42569 -1.29829
C 4.18597 -0.07275 -0.99846
C 5.14520 -1.07531 -0.95874
C 6.47666 -0.76693 -0.74358
C 6.86353 0.54961 -0.56408
C 5.91183 1.55472 -0.60101
C 4.58178 1.24686 -0.82110
C 2.59740 -0.35178 -2.80302
C 2.57120 0.87725 -3.45198
C 2.47864 0.93997 -4.82967
C 2.42034 -0.22427 -5.57828
C 2.45049 -1.45122 -4.93988
C 2.53684 -1.51357 -3.55963
C 0.44361 0.38118 -1.02882
C -0.25677 -0.83950 -0.40312
C -4.51879 0.90601 1.26040
C -5.80025 1.05530 1.77410
O -6.75934 1.86237 1.23881
C -6.44259 2.62280 0.10028
C -6.17233 0.35276 2.91396
H -5.39723 -2.31491 6.22859
H -4.54332 -2.84711 4.75951
H -3.95489 -1.42901 5.67051
H -3.29137 -1.34777 3.46574
H -2.30649 0.30210 0.37643
H 1.25164 -0.66409 2.55265
H 1.69962 -1.68024 1.16672
H 2.98089 0.45979 1.11208
H 1.46648 1.37740 1.20406
H 2.57803 -1.47386 -0.99015
H 4.84969 -2.10591 -1.09813
H 7.21252 -1.55701 -0.71442
H 7.90224 0.79121 -0.39449
H 6.20732 2.58389 -0.45874
H 3.83792 2.02798 -0.83970
H 2.61396 1.78240 -2.86718
H 2.45550 1.90068 -5.32280
H 2.35194 -0.17464 -6.65479
H 2.40515 -2.36364 -5.51614
H 2.55802 -2.47699 -3.06895
H 0.38460 0.32719 -2.11684
H -0.06340 1.29467 -0.69665
H -1.29020 -0.92287 -0.73868
H 0.26131 -1.75192 -0.72079
H -4.20042 1.44572 0.38122
H -7.34125 3.19131 -0.13407
H -5.61829 3.31719 0.29478
H -6.18804 1.98560 -0.75378
H -7.16264 0.47697 3.31697

***

no.,largest force on an atom (eV/A)
1,0.77
2,1.58
3,0.83
4,17.60
5,1.87
6,0.49
7,0.86